7 unconnected molecules or ions with the total composition C14H42O14 at a distorted geometry, computed with wB97M-V/def2-TZVPD.

Last column: Löwdin spin population.
Atoms and positions in Å:
O 27.459038 5.027991 14.569995  0.288
O 25.014751 8.427111 12.160713  0.000
O 26.349644 10.881374 13.345353  0.000
O 21.995348 8.136451 15.750218  0.000
O 28.149568 17.510320 16.637919  0.000
O 31.526437 6.968313 17.739349  0.003
O 29.452950 14.010225 18.660243  0.000
O 25.621029 11.925707 16.400515  0.002
O 27.672303 9.991248 15.397768  0.014
O 26.363905 15.240371 15.397289  0.000
O 29.101756 7.937562 19.011976  0.002
O 21.972845 7.885600 18.919260  0.000
O 29.702071 6.145583 16.051771  0.292
O 27.842413 15.306703 20.645747  0.000
C 28.414406 6.537694 16.271283  0.132
C 22.885203 8.581193 16.757486  0.000
C 31.298523 8.404757 17.888358  0.000
C 26.971980 9.932626 16.613695  0.002
C 26.753829 11.343939 17.096556  0.003
C 30.342175 8.672105 19.034566  0.000
C 27.502125 15.128433 16.252900  0.000
C 24.659795 9.036992 13.392502  0.000
C 22.133615 8.960446 18.054184  0.000
C 29.071149 13.365861 19.866982  0.000
C 28.462504 16.331136 16.003920  0.000
C 24.943224 10.524410 13.404012  0.000
C 27.479800 6.343197 15.054251  0.130
C 27.803557 13.874605 20.382512  0.000
H 26.446552 11.252968 18.138386  0.001
H 21.501092 8.876421 15.390000  0.000
H 25.342954 8.506346 14.055676  0.000
H 29.313364 7.013229 18.862227  0.001
H 21.294335 8.151963 19.543980  0.000
H 23.638481 7.826356 16.983099  0.000
H 27.099398 10.480348 14.802655  0.000
H 22.620679 9.753585 18.621451  0.000
H 30.907839 8.397880 19.925028  0.000
H 24.543892 11.006537 12.511719  0.000
H 29.347682 14.954018 18.800852  0.000
H 28.127330 14.239723 16.166739  0.000
H 28.251865 17.495450 17.592334  0.000
H 25.786799 12.870600 16.364608  0.000
H 30.319845 6.622286 16.610969  0.004
H 28.322413 4.616381 14.652191  0.001
H 24.501121 11.006834 14.275731  0.000
H 28.171751 15.313343 21.547470  0.000
H 27.039242 13.787021 19.610344  0.000
H 26.068792 9.328626 16.526964  0.001
H 23.625764 8.803862 13.646515  0.000
H 28.476411 7.606378 16.476631  0.003
H 26.648002 10.916193 12.433557  0.000
H 28.835669 12.332314 19.613151  0.000
H 30.057725 9.722946 19.088539  0.000
H 26.552653 15.698769 14.575191  0.000
H 27.188671 15.113131 17.296747  0.000
H 23.410204 9.443337 16.346175  0.000
H 29.431525 16.031118 16.402765  0.000
H 27.820601 7.085694 14.332679  0.057
H 27.646219 11.969704 17.083742  0.000
H 27.967875 6.083368 17.155749  0.063
H 29.873412 13.527256 20.587003  0.000
H 27.397135 9.381427 17.452469  0.000
H 31.986947 6.797123 18.564112  0.000
H 25.932474 8.657986 11.999237  0.000
H 28.670933 16.569328 14.960882  0.000
H 30.799888 8.711793 16.969015  0.000
H 21.163011 9.421847 17.872180  0.000
H 32.250110 8.913721 18.041746  0.000
H 26.452734 6.588441 15.324606  0.001
H 27.544723 13.277800 21.257112  0.000

Forces on atoms 1 to 3 (eV/Å):
-0.3158 1.4346 0.4859
-0.5649 0.1189 -0.7910
-0.4799 -0.4945 0.3545

Its charge is +1. The orbital gap (alpha / beta) is 9.116 / 2.558 eV. As for the HOMO energy (alpha / beta): -11.7 / -11.7 eV. The energy relative to the best compared isomer or geometry (same formula, charge and spin) is 0.537 eV. Its expectation value of S² is 0.755. Its multiplicity is 2.